(i)
The following is a quantum chemistry calculation of the ion C4H8NO with charge +1, from the OMol25 dataset.

- Charge: +1
- Kohn-Sham gap: 10.54 eV
- HOMO: -0.5691 Ha
- LUMO: -4.950 eV

Cartesian coordinates (Å):
C1 1.802 -1.157 0.038
N1 0.814 -0.656 0.583
C2 -0.355 -0.957 1.478
C3 -0.344 0.287 0.622
O1 -1.273 0.452 -0.329
C4 -0.974 1.302 -1.436
H1 2.140 -0.804 -0.912
H2 2.312 -2.017 0.351
H3 -0.268 -0.675 2.469
H4 -0.843 -1.874 1.383
H5 0.078 1.246 1.080
H6 -2.051 1.538 -1.963
H7 -0.269 0.907 -2.144
H8 -0.768 2.406 -1.219

(ii)
The following is a quantum chemistry calculation of a structure of composition C4H8NO, from the OMol25 dataset.

- Charge: +1
- Kohn-Sham gap: 7.36 eV
- HOMO: -0.4746 Ha
- LUMO: -5.552 eV

Cartesian coordinates (Å):
C1 -1.060 0.251 -0.599
C2 -0.724 -1.037 -0.415
C3 -0.956 0.441 0.935
C4 2.061 -0.503 0.083
N1 -0.419 -0.960 0.898
O1 1.672 0.551 -0.461
H1 -1.450 0.690 -1.479
H2 -0.412 -1.893 -1.034
H3 -0.194 1.162 1.290
H4 -1.780 0.743 1.560
H5 2.280 -0.720 1.145
H6 2.238 -1.372 -0.556
H7 -0.436 -1.555 1.748
H8 1.376 1.283 0.263

(iii)
The following is a quantum chemistry calculation of the ion C4H8NO with charge +1, from the OMol25 dataset.

- Charge: +1
- Kohn-Sham gap: 11.26 eV
- HOMO: -0.5520 Ha
- LUMO: -3.764 eV

Cartesian coordinates (Å):
C1 0.386 2.165 -0.484
C2 0.166 0.896 -0.152
C3 -0.135 0.143 1.162
C4 -0.475 -1.125 0.297
O1 0.200 -2.249 0.727
N1 0.031 -0.354 -0.980
H1 0.582 2.463 -1.544
H2 0.444 2.894 0.330
H3 0.690 0.070 1.864
H4 -0.982 0.443 1.754
H5 -1.498 -1.184 0.147
H6 0.348 -3.008 0.076
H7 -0.784 -0.522 -1.653
H8 1.027 -0.632 -1.544

The winner here is (iii), beating the second structure by 128.4 kJ/mol.